ORCA calculation (wB97M-V/def2-TZVPD) on a molecular structure, C15H21Cl3CoN2O5Si.

Each line ends with the Löwdin spin population.
Cartesian coordinates (Å):
Co  -0.33611  -0.38744  -0.00484  1.0453
O  0.19723  0.65049  -2.74661  0.0125
C  0.50300  1.94804  -2.28430  0.0007
C  -0.38727  2.43419  -1.15134  0.0006
N  -0.23168  1.70862  0.11339  -0.0045
C  1.10886  1.94912  0.67863  -0.0005
C  2.14058  0.91872  0.21234  0.0008
O  3.32614  1.25893  0.16654  0.0008
O  1.65563  -0.22805  -0.03981  0.0041
C  -1.25559  2.14320  1.07343  -0.0007
C  -1.26385  1.22583  2.31074  0.0018
O  -1.72919  1.69180  3.35864  0.0017
O  -0.79623  0.06874  2.11160  0.0251
H  -0.76590  0.57249  -2.83331  0.0007
H  1.55165  1.93435  -1.98227  -0.0001
H  0.40745  2.68262  -3.09893  0.0001
H  -0.17329  3.50331  -0.98534  0.0001
H  -1.42882  2.34900  -1.46079  -0.0001
H  1.45199  2.96631  0.45761  -0.0001
H  1.04681  1.83736  1.76171  -0.0001
H  -1.09309  3.18363  1.38282  0.0000
H  -2.23755  2.07110  0.60046  -0.0004
Cl  -3.25000  -2.49524  -1.55559  -0.0005
Si  -2.51989  -0.68965  -0.70149  -0.0196
Cl  -4.23494  -0.07189  0.42771  -0.0087
Cl  -3.02481  0.55214  -2.52161  -0.0044
C  -3.10483  -2.02652  3.01088  0.0000
N  -2.56415  -2.68441  1.83928  -0.0005
C  -3.32981  -3.86497  1.51904  0.0000
C  -1.14926  -2.99268  2.01568  -0.0009
C  -0.46781  -3.32724  0.71161  -0.0073
C  -0.16142  -4.65805  0.43331  -0.0020
C  0.44572  -5.02744  -0.75879  -0.0001
C  0.76294  -4.03600  -1.67783  -0.0007
C  0.47028  -2.70912  -1.39320  0.0001
C  -0.15428  -2.30740  -0.20328  -0.0441
H  -3.07318  -2.69040  3.89938  0.0000
H  -4.14571  -1.75500  2.82638  0.0000
H  -2.53823  -1.12089  3.21941  0.0001
H  -4.36108  -3.58560  1.29346  0.0000
H  -3.33675  -4.58764  2.36201  0.0000
H  -2.91249  -4.35909  0.64311  0.0000
H  -1.03621  -3.83984  2.72426  0.0000
H  -0.68427  -2.11486  2.45621  -0.0001
H  -0.41325  -5.41851  1.16938  -0.0004
H  0.66894  -6.06944  -0.96414  0.0000
H  1.24540  -4.29578  -2.61551  -0.0002
H  0.75211  -1.94692  -2.11468  0.0015

Force components x, y, z for each atom (eV/Å):
Co -0.20 0.01 -0.13
O 0.02 -0.03 0.01
C 0.01 0.04 0.00
C 0.00 0.01 0.02
N -0.02 -0.01 -0.05
C 0.00 0.01 0.01
C 0.02 -0.02 0.08
O 0.04 0.02 -0.03
O -0.05 -0.01 0.04
C 0.02 -0.03 0.00
C -0.05 -0.03 0.01
O 0.00 0.02 0.02
O 0.04 -0.01 0.03
H -0.01 0.01 -0.01
H 0.00 -0.01 -0.01
H 0.00 -0.01 0.00
H 0.01 0.00 -0.01
H 0.00 0.01 0.01
H 0.01 0.00 -0.01
H 0.01 0.00 -0.01
H 0.00 0.00 0.01
H -0.01 0.01 0.00
Cl -0.01 -0.01 0.00
Si 0.12 -0.05 0.13
Cl 0.01 0.02 -0.03
Cl -0.03 0.00 -0.02
C -0.02 -0.01 0.01
N -0.04 0.01 0.00
C -0.02 -0.01 -0.02
C 0.02 -0.03 -0.03
C 0.03 0.02 -0.01
C -0.02 0.00 0.00
C 0.00 -0.01 -0.01
C -0.01 -0.01 0.00
C 0.01 0.01 0.00
C 0.04 -0.01 -0.03
H 0.01 0.01 0.00
H 0.00 0.01 0.01
H 0.01 0.02 0.00
H -0.01 0.01 0.00
H 0.01 0.01 0.00
H 0.00 0.00 -0.01
H 0.01 0.01 0.00
H 0.03 0.05 0.01
H 0.01 0.00 0.00
H 0.00 0.00 0.00
H 0.00 0.00 0.00
H -0.01 -0.01 0.01

Charge   -2
Relative energy (zero: lowest compared OMol25 entry of this formula, charge and spin)   0.0 kcal/mol
Frontier orbital gap (alpha / beta)   0.26578 / 0.26528 Eh
E_LUMO (alpha / beta)   5.045 / 5.047 eV
Multiplicity   2